(1)
25
Properties=species:S:1:pos:R:3 method="wB97M-V/def2-TZVPD" e_tot_ha=-5502.50216 lumo_energy_ev=-0.92 gap_ha=0.265 homo_energy_ha=-0.2984
Zr 0.04 -0.17 0.39
Br 1.08 -2.44 1.48
Se 0.00 0.00 5.35
N -0.21 0.46 2.40
C -1.27 -1.80 -0.74
C 2.04 1.20 0.48
C 1.76 -0.01 -1.51
C -2.02 -1.26 0.40
C -1.90 0.39 -1.26
C 2.38 -0.04 -0.20
C -1.24 -0.79 -1.77
C 1.18 1.97 -0.41
C 1.04 1.24 -1.64
C -0.07 0.15 3.56
C -2.38 0.12 0.08
H -2.98 0.78 0.70
H -2.05 1.34 -1.79
H -0.77 -0.90 -2.75
H 0.48 1.57 -2.52
H 0.75 2.96 -0.18
H 3.03 -0.83 0.17
H -0.84 -2.80 -0.81
H 1.82 -0.82 -2.25
H 2.35 1.48 1.49
H -2.23 -1.78 1.33

(2)
25
Properties=species:S:1:pos:R:3 method="wB97M-V/def2-TZVPD" e_tot_ha=-1205.43146 lumo_energy_ev="2.70 / 2.76" e_above_lowest_kcal_mol=0.0 gap_ha="0.159 / 0.155" total_charge=-1 homo_energy_ha="-0.0601 / -0.0533"
In -0.13 -1.89 0.05
Cl 0.70 -1.09 2.07
O 2.06 2.24 1.03
N 0.90 0.80 -0.49
C -1.53 1.28 0.20
C -0.75 -3.95 1.16
C 1.47 1.53 0.30
C -2.56 0.39 0.19
C -1.11 -4.14 -1.12
C 0.54 -4.06 0.51
C 0.31 -4.11 -0.92
C -2.37 -0.58 -0.86
C -0.58 0.99 -0.93
C -1.76 -3.98 0.14
C -1.11 -0.35 -1.45
H 1.07 -4.27 -1.68
H -0.93 -4.01 2.23
H -2.83 -4.01 0.31
H -3.44 0.39 0.84
H -1.40 2.16 0.84
H 1.49 -4.22 1.01
H -1.61 -4.37 -2.06
H -0.59 1.79 -1.69
H -3.07 -1.34 -1.17
H -0.76 -0.73 -2.41

(3)
26
Properties=species:S:1:pos:R:3 method="wB97M-V/def2-TZVPD" e_tot_ha=-1252.52247 lumo_energy_ev=-4.90 gap_ha=0.302 total_charge=+1 homo_energy_ha=-0.4819
Cl 2.41 1.17 -2.61
Na -2.16 1.97 3.13
O -0.05 -2.95 -1.15
O -3.99 -1.53 1.25
N -2.00 -2.54 0.30
C -0.81 -0.60 -0.39
C 0.21 0.46 -0.92
C -0.82 -2.19 -0.53
C 2.64 0.25 0.69
C -2.85 -1.41 0.75
C -1.23 2.42 0.16
C -2.03 -0.09 0.41
C 2.43 -0.78 -0.55
C -2.28 1.39 0.72
C 1.49 -0.14 -1.71
C 0.02 1.98 -0.67
H 2.83 1.29 0.23
H 1.82 -1.66 -0.09
H 3.50 -0.13 1.33
H 1.10 -0.94 -2.44
H 1.73 0.34 1.36
H 0.77 2.75 -1.06
H 3.42 -1.17 -0.97
H -1.35 3.54 0.37
H -1.63 -3.14 1.06
H -3.18 1.71 1.35

(4)
25
Properties=species:S:1:pos:R:3 method="wB97M-V/def2-TZVPD" e_tot_ha=-1093.52713 lumo_energy_ev="0.01 / -1.77" s2=3.777 gap_ha="0.301 / 0.230" multiplicity=4 homo_energy_ha="-0.3008 / -0.2949"
Re -1.22 -1.10 0.28
Cl 0.05 -3.00 0.57
O 0.21 0.81 3.85
N -0.26 -0.36 1.82
C 2.73 -0.51 -0.44
C 1.84 0.05 -1.40
C 1.90 1.47 -1.31
C -1.77 0.71 -0.67
C -2.83 0.27 0.21
C -2.47 -1.39 -1.43
C -1.53 -0.33 -1.65
C -3.27 -1.02 -0.27
C 3.37 0.58 0.22
C -0.01 0.23 2.84
C 2.82 1.78 -0.26
H -2.60 -2.28 -2.06
H 1.32 2.15 -1.94
H 1.17 -0.52 -2.04
H 2.79 -1.58 -0.21
H 4.13 0.51 0.99
H 3.14 2.79 -0.01
H -4.09 -1.60 0.13
H -3.23 0.83 1.06
H -0.86 -0.20 -2.49
H -1.33 1.70 -0.70

(5)
28
Properties=species:S:1:pos:R:3 method="wB97M-V/def2-TZVPD" e_tot_ha=-1878.87135 lumo_energy_ev="-12.48 / -15.68" s2=3.809 e_above_lowest_kcal_mol=0.0 gap_ha="0.351 / 0.212" multiplicity=4 total_charge=+3 homo_energy_ha="-0.8097 / -0.7879"
Cr -0.08 0.00 0.36
O -3.04 -0.43 1.16
O 0.13 3.08 0.09
O -0.11 -2.98 -0.51
O 2.81 0.14 -0.73
N -1.03 1.37 3.00
N 0.44 -0.28 2.15
C -0.08 0.40 3.19
C 1.71 -1.66 3.56
C -1.95 -0.20 0.82
C 1.73 0.11 -0.31
C 1.18 -1.01 4.67
C -1.53 0.32 -2.02
C -0.04 1.94 0.24
C -0.14 -1.85 -0.21
C -0.23 0.36 -2.43
C 0.29 0.03 4.49
C 1.36 -1.27 2.29
H -1.12 1.85 2.10
H 0.35 1.29 -2.43
H -1.25 1.93 3.81
H 1.78 -1.73 1.39
H 2.42 -2.48 3.65
H 0.34 -0.56 -2.66
H -2.07 -0.63 -1.91
H 1.46 -1.33 5.68
H -2.05 1.22 -1.64
H -0.16 0.59 5.30

(6)
31
Properties=species:S:1:pos:R:3 method="wB97M-V/def2-TZVPD" e_tot_ha=-1189.80503 lumo_energy_ev=-0.18 e_above_lowest_kcal_mol=26.3 gap_ha=0.332 homo_energy_ha=-0.3386
F 0.81 -3.39 3.04
F -1.21 -4.15 2.96
F -0.76 -2.09 3.65
O -1.52 -4.99 0.25
O -3.27 -3.84 0.37
O 1.30 3.62 -0.59
O 1.30 0.46 -2.34
N 0.78 0.86 -0.16
N -2.04 -3.96 0.33
N 1.26 2.69 -1.68
C 0.26 -1.18 1.20
C -0.45 -3.06 2.77
C -0.95 -0.77 -0.86
C 1.08 1.30 -1.43
C 1.40 3.28 -3.04
C -1.22 -2.82 0.27
C 0.03 -0.33 0.12
C -1.54 -1.97 -0.79
C 0.45 3.28 0.53
C 0.82 1.90 0.99
C -0.45 -2.38 1.36
H -1.32 -0.05 -1.64
H 0.87 2.58 -3.79
H 1.15 4.38 -3.11
H 0.15 1.57 1.80
H 0.51 3.98 1.27
H 2.46 3.25 -3.29
H -2.25 -2.33 -1.56
H 1.03 -0.88 1.98
H 1.88 1.86 1.23
H -0.55 3.16 0.19

(7)
24
Properties=species:S:1:pos:R:3 method="wB97M-V/def2-TZVPD" e_tot_ha=-650.78868 lumo_energy_ev=-0.02 e_above_lowest_kcal_mol=33.3 gap_ha=0.300 homo_energy_ha=-0.3005
O 1.56 -1.13 3.30
O 0.13 -0.17 -1.69
O -3.30 -0.64 -0.99
C -2.23 -0.06 -0.94
C -2.18 1.35 -0.51
C 0.83 0.43 1.64
C 0.29 2.05 -0.18
C 0.60 -2.33 -1.46
C -0.75 -2.13 -1.11
C 1.77 -0.22 2.33
C 1.14 1.36 0.59
C -0.99 -0.78 -1.24
C 1.07 -1.10 -1.81
C -1.16 2.16 -0.17
H 0.61 -1.26 3.43
H -0.22 0.24 1.84
H -1.45 -2.86 -0.77
H -3.18 1.75 -0.42
H 1.14 -3.26 -1.47
H -1.46 3.17 0.10
H 2.82 -0.06 2.15
H 0.72 2.76 -0.88
H 2.20 1.51 0.42
H 2.04 -0.78 -2.16

(8)
23
Properties=species:S:1:pos:R:3 method="wB97M-V/def2-TZVPD" e_tot_ha=-898.45760 lumo_energy_ev=0.76 e_above_lowest_kcal_mol=44.5 gap_ha=0.338 homo_energy_ha=-0.3104
S 2.96 1.84 0.66
O 0.67 0.62 1.17
C 0.51 2.57 -0.20
C -0.07 -0.48 0.88
C -1.27 -1.93 -0.69
C 1.39 0.66 -1.30
C -0.66 -1.16 1.90
C -1.86 -2.63 0.42
C 1.27 1.42 0.05
C 0.14 -0.14 -1.61
C -0.26 3.51 -0.22
C -0.42 -0.85 -0.45
C -1.50 -2.26 1.70
H -1.51 -1.99 -1.74
H 2.53 2.75 1.71
H 2.32 -0.09 -1.30
H -1.04 4.20 -0.14
H -2.48 -3.43 0.30
H -0.55 -0.97 2.96
H 1.60 1.33 -2.05
H 0.58 -0.78 -2.46
H -1.91 -2.71 2.46
H -0.49 0.54 -2.03

(9)
34
Properties=species:S:1:pos:R:3 method="wB97M-V/def2-TZVPD" e_tot_ha=-6269.18206 lumo_energy_ev="2.30 / 0.02" s2=6.024 e_above_lowest_kcal_mol=10.3 gap_ha="0.274 / 0.238" multiplicity=5 total_charge=-1 homo_energy_ha="-0.1900 / -0.2371"
Se -1.28 0.08 -0.72
Co -0.22 -0.02 -2.83
Cl -3.29 -1.65 -3.94
Cl -0.78 -2.67 -5.70
Cl -1.18 -3.72 -2.67
Si -1.19 -1.92 -3.77
F -1.88 2.57 -2.89
F -1.02 2.27 -4.86
N 3.50 0.28 -4.47
N 1.63 0.00 -2.97
N 5.88 0.14 -4.93
C -0.08 -1.07 3.10
C -0.23 0.05 5.35
C -0.55 0.14 1.07
C -0.01 -2.32 0.93
C -0.21 -1.06 1.72
C 4.76 0.18 -4.66
C -0.76 2.66 1.13
C 2.58 0.10 -3.67
C -0.23 0.09 3.85
C -0.42 1.28 3.17
C -0.57 1.33 1.79
B -1.06 1.78 -3.61
H -1.74 3.08 1.38
H 0.12 -2.01 3.60
H -0.49 2.20 3.74
H -0.90 -2.54 0.33
H 0.82 -2.19 0.24
H -0.69 2.59 0.05
H 0.00 3.36 1.48
H -1.19 0.40 5.72
H -0.07 -0.96 5.71
H 0.54 0.70 5.75
H 0.20 -3.16 1.58

(10)
30
Properties=species:S:1:pos:R:3 method="wB97M-V/def2-TZVPD" e_tot_ha=-2476.27766 lumo_energy_ev=-1.40 gap_ha=0.281 homo_energy_ha=-0.3321
Cl -2.84 1.38 -1.98
Cl -0.99 3.09 -3.69
Cl 5.71 -0.08 0.87
Cl -1.59 0.24 -4.56
O -0.18 0.82 -2.27
N -2.41 -0.58 2.30
N -1.12 -0.13 0.57
C 0.23 1.26 -1.14
C -1.57 -1.42 0.45
C 3.51 1.47 0.73
C 4.22 0.39 0.19
C -1.61 0.35 1.69
C 2.38 0.00 -1.35
C 3.66 -0.32 -0.89
C 2.23 1.78 0.28
C -3.18 -2.92 1.94
C 1.60 0.98 -0.70
C -2.40 -1.73 1.53
B -1.34 1.35 -3.10
H -0.39 1.91 -0.53
H -3.10 -3.75 1.23
H -1.28 -2.09 -0.35
H 3.97 2.05 1.53
H 1.98 -0.47 -2.25
H -2.97 -0.50 3.14
H 4.23 -1.12 -1.33
H -2.85 -3.29 2.92
H 1.74 2.68 0.65
H -4.24 -2.66 2.03
H -1.39 1.30 2.13

(11)
26
Properties=species:S:1:pos:R:3 method="wB97M-V/def2-TZVPD" e_tot_ha=-3254.28442 lumo_energy_ev="0.18 / -3.09" s2=8.777 gap_ha="0.229 / 0.215" multiplicity=6 homo_energy_ha="-0.2222 / -0.3284"
Ir 0.35 0.09 -2.03
Br 1.31 1.87 -0.68
O 2.04 -1.98 1.57
O 1.44 -1.29 -0.52
C -1.45 1.20 -0.36
C 2.21 0.31 -3.18
C 1.15 1.06 -3.80
C -1.57 0.85 -1.76
C 0.51 -1.18 -3.72
C -1.27 0.01 0.37
C 0.10 0.15 -4.14
C 1.51 -1.19 0.78
C -1.29 -1.10 -0.49
C -1.56 -0.63 -1.83
C 1.82 -1.07 -3.13
H 1.04 -0.29 1.22
H -1.93 1.49 -2.56
H -0.86 0.41 -4.60
H 2.40 -1.89 -2.72
H -1.21 -2.14 -0.20
H -1.51 2.20 0.04
H 1.15 2.13 -3.98
H -0.07 -2.10 -3.80
H 3.15 0.72 -2.81
H -1.16 -0.04 1.45
H -1.90 -1.22 -2.68

(12)
33
Properties=species:S:1:pos:R:3 method="wB97M-V/def2-TZVPD" e_tot_ha=-3215.11046 lumo_energy_ev="-7.36 / -6.90" s2=0.807 gap_ha="0.136 / 0.153" multiplicity=2 total_charge=+1 homo_energy_ha="-0.4066 / -0.4066"
V 18.98 11.36 -21.75
Cl 17.19 16.23 -25.43
Cl 14.40 16.71 -26.12
Cl 15.23 16.64 -23.31
O 19.57 12.71 -21.16
O 15.53 13.39 -22.79
O 17.28 12.17 -22.44
O 17.00 14.06 -21.38
N 10.75 12.95 -20.53
N 16.56 13.28 -22.19
N 18.46 9.59 -22.85
C 10.62 13.87 -21.48
C 17.96 8.32 -24.83
C 18.30 7.13 -24.22
C 11.64 14.76 -21.83
C 13.07 13.51 -20.37
C 18.19 9.51 -24.16
C 12.86 14.57 -21.24
C 15.52 16.04 -24.93
C 11.97 12.74 -20.02
C 18.55 7.19 -22.85
C 18.60 8.40 -22.21
H 14.07 13.35 -20.00
H 18.04 10.46 -24.66
H 13.75 15.17 -21.43
H 18.92 8.41 -21.17
H 12.05 11.88 -19.36
H 18.83 6.29 -22.33
H 17.62 8.44 -25.85
H 15.26 14.99 -24.88
H 9.59 14.11 -21.73
H 18.37 6.18 -24.72
H 11.43 15.48 -22.60

(13)
25
Properties=species:S:1:pos:R:3 method="wB97M-V/def2-TZVPD" e_tot_ha=-1359.31057 lumo_energy_ev=0.05 e_above_lowest_kcal_mol=0.0 gap_ha=0.340 homo_energy_ha=-0.3388
Cl -0.04 2.91 0.18
S 1.31 0.59 1.55
O 1.00 0.65 -2.02
C 3.58 0.49 0.01
C -1.18 0.51 0.15
C -3.09 -0.37 1.23
C -3.75 -0.53 -0.01
C -1.82 0.23 1.31
C 1.14 0.61 -0.83
C 2.17 -1.59 -0.02
C -3.04 -0.17 -1.13
C 0.22 1.11 0.24
C -1.83 0.47 -1.09
C 2.28 -0.12 0.04
H -1.41 0.33 2.36
H 2.89 -2.09 0.60
H -4.72 -1.10 -0.04
H 4.23 -0.16 0.63
H 4.03 0.75 -0.90
H -3.65 -0.68 2.24
H 3.39 1.46 0.36
H 1.13 -1.81 0.32
H 2.23 -1.85 -1.12
H -3.67 -0.41 -2.07
H -1.41 0.75 -1.97

(14)
23
Properties=species:S:1:pos:R:3 method="wB97M-V/def2-TZVPD" e_tot_ha=-480.39537 lumo_energy_ev=0.69 e_above_lowest_kcal_mol=84.3 gap_ha=0.357 homo_energy_ha=-0.3317
N -3.78 0.17 0.20
C -1.98 -1.39 0.03
C -1.48 0.96 -0.23
C 2.39 0.11 -1.39
C 2.50 0.05 1.43
C -3.34 -1.03 0.14
C 2.05 1.33 0.78
C -2.86 1.27 0.01
C 2.09 1.23 -0.63
C 2.67 -1.16 -0.66
C 2.69 -1.15 0.71
C -1.04 -0.35 -0.31
H -4.07 -1.75 0.05
H 1.95 2.18 1.47
H -0.03 -0.62 -0.98
H -3.36 2.14 0.23
H 2.79 -2.07 1.23
H 2.98 -2.01 -1.32
H -1.08 1.89 -0.17
H -1.68 -2.41 0.12
H 1.80 2.06 -1.25
H 2.22 0.16 -2.50
H 2.75 -0.01 2.46

(15)
24
Properties=species:S:1:pos:R:3 method="wB97M-V/def2-TZVPD" e_tot_ha=-555.58626 lumo_energy_ev="-0.42 / -1.29" e_above_lowest_kcal_mol=108.3 gap_ha="0.273 / 0.221" homo_energy_ha="-0.2884 / -0.2684"
O -1.61 1.29 1.27
N -0.31 0.78 -1.46
C -0.09 -0.30 2.21
C -0.10 0.18 -0.21
C -1.08 1.93 -1.63
C 0.28 0.56 -2.70
C 1.47 -2.01 1.63
C 1.36 -0.70 2.38
C -0.69 0.56 0.97
C -0.12 1.50 -3.61
C -1.00 2.41 -2.91
C 0.21 -2.49 1.42
C -0.75 -1.54 1.72
H 2.10 -0.04 1.97
H 0.16 1.60 -4.58
H -0.20 -3.39 1.00
H -1.76 -1.82 1.52
H -1.58 2.28 -0.71
H 0.97 -0.24 -2.71
H -0.61 0.07 3.17
H 0.72 -0.40 -0.22
H -1.40 3.24 -3.33
H 2.54 -2.44 1.48
H 1.50 -1.03 3.34

(16)
28
Properties=species:S:1:pos:R:3 method="wB97M-V/def2-TZVPD" e_tot_ha=-1179.41243 lumo_energy_ev=0.20 e_above_lowest_kcal_mol=34.5 gap_ha=0.299 homo_energy_ha=-0.2920
S -2.68 2.90 0.51
O -1.67 -1.95 1.51
O -2.58 -3.46 -0.15
O 2.35 0.66 0.00
O 1.67 -1.35 -0.50
N -1.02 -0.38 -0.64
C 4.59 0.99 0.68
C -1.59 1.87 0.10
C 0.09 0.32 -0.31
C -2.00 -2.56 0.20
C -2.08 0.41 -0.34
C -3.95 1.88 -0.23
C -3.50 0.60 -0.37
C -1.31 -1.46 -1.03
C -0.12 1.62 0.11
C 1.43 -0.25 -0.22
C 3.52 -0.04 0.10
H 3.53 -1.04 0.69
H -1.88 -1.67 -1.74
H 4.41 1.45 1.62
H 4.53 1.71 -0.07
H -5.03 2.09 -0.10
H -2.17 -2.37 2.13
H -4.08 -0.23 -0.64
H 3.84 -0.33 -0.96
H 0.55 2.19 0.27
H -0.44 -2.18 -1.19
H 5.57 0.58 0.56

(17)
27
Properties=species:S:1:pos:R:3 method="wB97M-V/def2-TZVPD" e_tot_ha=-891.92579 lumo_energy_ev="3.29 / 2.70" e_above_lowest_kcal_mol=0.0 gap_ha="0.258 / 0.173" total_charge=-1 homo_energy_ha="-0.1372 / -0.0740"
P 0.04 3.03 -0.36
N -0.02 0.07 5.96
N 0.08 -0.27 0.60
C 0.59 0.30 -2.27
C 1.24 -0.27 2.68
C -0.29 -2.23 -1.46
C 0.12 -0.10 -3.48
C -0.43 -2.46 -2.78
C 1.24 -0.35 1.30
C 0.00 0.03 4.79
C -0.30 -1.43 -3.76
C 0.03 -0.04 3.35
C -1.15 0.12 2.61
C -1.08 0.03 1.22
Be 0.14 -0.69 -1.02
H 1.13 1.25 -2.17
H 0.99 3.32 0.65
H 0.05 0.59 -4.33
H -0.68 -3.45 -3.18
H -1.97 0.19 0.60
H 2.17 -0.40 3.23
H 0.10 4.33 -0.95
H -0.46 -3.02 -0.72
H -0.52 -1.70 -4.80
H -2.10 0.30 3.09
H 2.17 -0.49 0.74
H -1.09 3.33 0.46

(18)
30
Properties=species:S:1:pos:R:3 method="wB97M-V/def2-TZVPD" e_tot_ha=-1696.69015 lumo_energy_ev=-8.52 e_above_lowest_kcal_mol=0.0 gap_ha=0.281 total_charge=+2 homo_energy_ha=-0.5943
Os -0.39 -0.08 0.54
Cl 0.14 -0.90 2.50
Cl -1.54 1.65 -0.87
O -0.28 -1.24 -1.02
O 1.37 0.52 -0.22
N 2.01 1.57 0.38
N -1.30 -2.16 -1.13
C -3.20 -2.90 -2.29
C 1.99 2.75 -0.26
C 3.48 2.37 2.02
C -1.26 -3.27 -0.37
C 3.47 3.61 1.40
C -2.22 -4.23 -0.54
C -3.21 -4.05 -1.50
C -1.39 1.65 0.92
C 2.74 1.34 1.48
C 2.72 3.80 0.25
C -2.22 -1.96 -2.09
H -3.97 -4.80 -1.64
H 1.40 2.78 -1.17
H 4.07 2.18 2.91
H -0.82 2.53 1.23
H -2.38 1.59 1.37
H 4.05 4.42 1.81
H -2.10 -1.05 -2.67
H 2.71 4.75 -0.27
H -0.43 -3.33 0.33
H 2.69 0.33 1.87
H -2.19 -5.12 0.08
H -3.94 -2.74 -3.06